# CH10N2O2

3 unconnected molecules or ions with the total composition CH10N2O2 at a distorted geometry (the ωB97M-V functional and the def2-TZVPD basis, the OMol25 dataset).

```
! RIJCOSX wB97M-V def2-TZVPD def2/J DEFGRID3
* xyz 0 1
N 0.299 -0.643 0.066
C -0.286 0.676 -0.330
N -0.378 1.646 0.754
H -0.337 -1.358 -0.099
H 0.792 -0.419 0.906
H -1.294 0.481 -0.695
H 0.351 1.012 -1.146
H 0.119 1.323 1.579
H 0.074 2.517 0.514
O 1.988 -1.679 -3.146
H 2.785 -1.217 -2.872
H 1.387 -1.585 -2.410
O -2.069 -0.555 2.267
H -1.706 -0.173 3.070
H -1.725 -0.024 1.542
*
```

Results
SMILES	NCN.O.O
energy relative to the best compared isomer or geometry (same formula, charge and spin)	20.0	kcal per mole
lowest unoccupied orbital energy	0.7	eV
HOMO energy	-0.346	Ha
F_max	3.9	eV/A

***

# C23H31Cl36O6

13 unconnected molecules or ions with the total composition C23H31Cl36O6 at a distorted geometry (the ωB97M-V functional and the def2-TZVPD basis, the OMol25 dataset).

```
! RIJCOSX wB97M-V def2-TZVPD def2/J DEFGRID3
* xyz -1 1
C -3.626 1.489 -1.206
C -2.718 2.342 -0.186
O -3.059 1.893 1.168
C -2.252 0.785 1.541
O -2.711 -0.375 1.476
C -0.752 0.972 2.110
C -0.265 -0.292 2.955
C 0.700 -1.297 2.166
C 0.398 -1.440 0.606
O 1.559 -0.952 -0.149
C 1.098 -0.539 -1.451
C 0.505 0.967 -1.454
O 1.036 1.637 -2.612
C 0.179 2.712 -3.038
C -0.033 3.820 -1.885
O -1.087 4.527 -1.859
O 0.948 4.028 -0.942
H -3.203 1.470 -2.261
H -4.688 1.913 -1.147
H -3.670 0.411 -0.837
H -1.608 2.261 -0.430
H -3.016 3.433 -0.262
H -0.840 1.846 2.854
H -0.022 1.321 1.310
H -1.124 -0.865 3.458
H 0.354 0.129 3.833
H 1.776 -0.933 2.283
H 0.618 -2.323 2.677
H -0.578 -0.976 0.255
H 0.351 -2.570 0.368
H 0.359 -1.294 -1.923
H 2.007 -0.515 -2.159
H 0.921 1.480 -0.528
H -0.630 0.865 -1.477
H 0.718 3.258 -3.893
H -0.832 2.345 -3.423
C -0.171 -3.747 -4.014
Cl -1.565 -4.834 -4.000
Cl -0.648 -2.128 -3.474
Cl 1.130 -4.385 -2.995
H 0.200 -3.672 -5.033
C -5.169 -6.492 -3.712
Cl -6.361 -7.723 -4.159
Cl -5.408 -5.956 -2.045
Cl -3.524 -7.105 -3.929
H -5.303 -5.633 -4.366
C -3.038 -9.919 -0.690
Cl -1.821 -8.724 -0.221
Cl -4.164 -9.231 -1.867
Cl -2.265 -11.371 -1.343
H -3.600 -10.201 0.198
C 4.822 -1.169 -1.555
Cl 3.704 -2.462 -1.997
Cl 4.544 -0.678 0.120
Cl 6.506 -1.661 -1.794
H 4.618 -0.318 -2.202
C 3.678 5.001 -0.932
Cl 4.513 4.927 -2.492
Cl 4.228 3.702 0.131
Cl 3.934 6.576 -0.163
H 2.607 4.871 -1.108
C -5.235 -1.946 2.766
Cl -5.121 -2.976 4.202
Cl -5.827 -2.874 1.382
Cl -6.285 -0.558 3.079
H -4.238 -1.575 2.529
C -2.424 5.109 2.878
Cl -1.537 4.873 1.367
Cl -2.129 3.772 4.001
Cl -1.980 6.652 3.626
H -3.487 5.134 2.651
C -8.275 -5.048 4.467
Cl -8.163 -6.079 5.902
Cl -8.867 -5.974 3.081
Cl -9.327 -3.659 4.781
H -7.278 -4.678 4.232
C 3.646 7.516 3.543
Cl 2.362 6.303 3.558
Cl 3.034 9.079 4.103
Cl 5.012 6.990 4.541
H 3.996 7.632 2.520
C 5.940 3.129 5.201
Cl 5.628 2.359 6.764
Cl 7.665 3.473 5.011
Cl 5.359 2.110 3.878
H 5.398 4.072 5.170
C 2.653 -2.422 -6.795
Cl 1.508 -3.688 -7.268
Cl 2.383 -1.930 -5.118
Cl 4.318 -2.978 -7.020
H 2.491 -1.558 -7.435
C 8.019 4.187 -0.779
Cl 8.716 4.139 -2.405
Cl 7.322 2.620 -0.354
Cl 9.242 4.667 0.408
H 7.223 4.929 -0.769
*
```

Results
lowest unoccupied orbital energy	1.5	eV
HOMO energy	-0.211	Ha
F_max	5.0	eV/A

***

# C3H5NOS2

A single C3H5NOS2 molecule at a distorted geometry (the ωB97M-V functional and the def2-TZVPD basis, the OMol25 dataset).

```
! RIJCOSX wB97M-V def2-TZVPD def2/J DEFGRID3
* xyz 0 1
C -0.581 2.383 -1.143
S 0.933 1.707 -0.423
C 0.350 0.108 0.068
C 1.445 -0.696 0.702
O 1.308 -1.826 1.118
N -0.853 -0.232 -0.153
S -1.617 -1.683 0.211
H -0.881 1.765 -1.942
H -0.352 3.427 -1.452
H -1.380 2.423 -0.392
H 2.396 -0.181 0.760
H -0.631 -2.356 0.777
*
```

Results
SMILES	CS/C(C=O)=N/S
energy relative to the best compared isomer or geometry (same formula, charge and spin)	33.7	kcal per mole
lowest unoccupied orbital energy	-0.5	eV
HOMO energy	-0.314	Ha
F_max	1.8	eV/A

***

# C4H8O2

A single C4H8O2 molecule at a distorted geometry (the ωB97M-V functional and the def2-TZVPD basis, the OMol25 dataset).

```
! RIJCOSX wB97M-V def2-TZVPD def2/J DEFGRID3
* xyz 0 1
C -1.278 1.181 -0.995
C -0.600 0.689 0.315
O -1.424 -0.113 0.698
C 0.905 0.391 0.653
C 1.040 -1.151 0.657
O 0.629 -1.704 -0.575
H -2.070 1.909 -0.782
H -0.482 1.533 -1.614
H -1.774 0.332 -1.526
H 1.540 0.801 -0.136
H 1.299 0.784 1.603
H 0.461 -1.577 1.487
H 2.085 -1.448 0.800
H -0.334 -1.626 -0.585
*
```

Results
SMILES	CC(=O)CCO
energy relative to the best compared isomer or geometry (same formula, charge and spin)	51.0	kcal per mole
lowest unoccupied orbital energy	0.6	eV
HOMO energy	-0.347	Ha
F_max	3.7	eV/A

***

# C2ClFO2S

A molecular structure, C2ClFO2S at a distorted geometry (the ωB97M-V functional and the def2-TZVPD basis, the OMol25 dataset).

```
! RIJCOSX wB97M-V def2-TZVPD def2/J DEFGRID3
* xyz 0 3
C 2.761 -0.837 1.417
C 2.106 -0.077 0.685
O -1.603 -0.446 0.968
O -0.633 1.067 -0.674
F -2.334 -0.595 -1.516
S -1.781 0.374 -0.154
Cl 1.485 0.514 -0.727
*
```

Results
<S²>	2.020
energy relative to the best compared isomer or geometry (same formula, charge and spin)	26.6	kcal per mole
lowest unoccupied orbital energy (alpha / beta)	0.2 / -4.2	eV
HOMO energy (alpha / beta)	-0.385 / -0.378	Ha
F_max	3.5	eV/A

***

# C5H6N2O2

A single C5H6N2O2 molecule at a distorted geometry (the ωB97M-V functional and the def2-TZVPD basis, the OMol25 dataset).

```
! RIJCOSX wB97M-V def2-TZVPD def2/J DEFGRID3
* xyz 0 1
H 1.527 0.346 2.905
N 0.844 0.760 2.287
C 0.589 0.039 1.287
C 0.946 -1.397 1.029
O 0.490 -1.672 -0.316
C -0.201 -0.577 -0.677
C -0.547 -0.017 -1.829
C -1.148 1.323 -1.445
O -0.706 1.560 -0.113
N -0.476 0.264 0.380
H 2.022 -1.539 1.110
H 0.416 -2.060 1.732
H -0.651 -0.465 -2.812
H -2.245 1.259 -1.466
H -0.861 2.177 -2.072
*
```

Results
SMILES	[H]/N=C1\COC2=CCON21
energy relative to the best compared isomer or geometry (same formula, charge and spin)	84.9	kcal per mole
lowest unoccupied orbital energy	0.7	eV
HOMO energy	-0.302	Ha
F_max	2.2	eV/A

***

# C3H6N2O2S

A single C3H6N2O2S molecule at a distorted geometry (the ωB97M-V functional and the def2-TZVPD basis, the OMol25 dataset).

```
! RIJCOSX wB97M-V def2-TZVPD def2/J DEFGRID3
* xyz 0 1
C -1.855 0.798 -0.735
C -0.529 0.248 -0.288
N -0.360 -0.460 0.762
O -1.548 -0.633 1.484
S 0.854 0.606 -1.320
C 2.333 0.397 -0.339
N 2.802 -0.623 0.271
O 2.060 -1.747 0.384
H -1.788 1.278 -1.715
H -2.198 1.524 -0.012
H -2.612 -0.024 -0.787
H -1.269 -1.107 2.241
H 2.992 1.245 -0.388
H 1.118 -1.503 0.442
*
```

Results
SMILES	C/C(=N\O)S/C=N\O
energy relative to the best compared isomer or geometry (same formula, charge and spin)	109.4	kcal per mole
lowest unoccupied orbital energy	0.6	eV
HOMO energy	-0.338	Ha
F_max	1.7	eV/A

***

# C24H29N3O5S

A molecular structure, C24H29N3O5S at a distorted geometry (the ωB97M-V functional and the def2-TZVPD basis, the OMol25 dataset).

```
! RIJCOSX wB97M-V def2-TZVPD def2/J DEFGRID3
* xyz 0 1
C 4.682 -4.278 -0.661
C 3.956 -3.865 -2.073
H 4.527 -4.262 -2.830
O 3.928 -2.546 -2.318
C 3.053 -1.823 -1.811
C 2.163 -2.368 -0.803
C 1.424 -1.467 -0.077
C 1.250 -0.220 -0.298
C 2.271 0.281 -1.101
C 3.169 -0.424 -1.755
H 3.888 -0.210 -2.198
H 2.355 1.277 -1.161
H 0.671 0.561 0.095
N 0.166 -2.069 0.848
C -1.172 -1.706 0.649
O -1.445 -0.825 0.066
C -1.772 -2.336 1.748
N -2.461 -1.663 2.855
C -4.070 -1.251 2.586
H -4.359 -1.135 3.628
C -4.017 -0.036 1.661
N -2.889 0.917 2.363
C -2.290 1.663 1.390
C -2.727 2.019 0.184
C -2.338 2.474 -1.002
C -0.852 3.045 -0.703
C -0.131 2.857 0.396
C -1.085 2.084 1.610
H -0.341 1.951 2.514
H 0.838 3.148 0.721
S 0.141 3.527 -2.008
O 1.550 3.646 -1.675
O -0.386 4.762 -2.619
C 0.265 2.245 -3.373
C 1.307 2.499 -4.359
H 0.912 3.398 -4.640
H 1.170 1.650 -5.170
H 2.366 2.683 -3.631
H 0.384 1.276 -2.669
H -0.755 2.095 -3.529
H -2.459 3.044 -1.848
H -3.687 1.729 0.050
C -2.396 0.642 3.495
H -1.708 1.513 3.768
C -1.784 -0.804 3.508
H -1.658 -0.825 4.507
H -0.761 -0.420 2.981
H -3.321 0.847 4.120
H -3.923 -0.256 0.675
H -4.934 0.346 1.896
H -4.498 -2.080 2.016
C -0.865 -3.383 2.428
C 0.277 -2.973 1.665
O 1.619 -3.439 1.858
H -0.991 -4.253 2.374
H -0.609 -3.079 3.710
H -2.621 -3.068 1.207
H 1.996 -3.489 -0.613
H 3.000 -4.471 -2.101
H 4.880 -5.189 -0.458
H 5.586 -3.831 -0.737
H 4.064 -3.944 0.163
*
```

Results
energy relative to the best compared isomer or geometry (same formula, charge and spin)	547.7	kcal per mole
lowest unoccupied orbital energy	0.2	eV
HOMO energy	-0.296	Ha
F_max	15.6	eV/A

***

# C4H11NO3

2 unconnected molecules or ions with the total composition C4H11NO3 at a distorted geometry (the ωB97M-V functional and the def2-TZVPD basis, the OMol25 dataset).

```
! RIJCOSX wB97M-V def2-TZVPD def2/J DEFGRID3
* xyz 0 1
C 0.275 -2.185 -0.157
C -0.560 -1.272 0.725
C 0.325 -0.546 1.770
N -1.252 -0.324 -0.178
C -0.783 0.874 -0.507
O 0.325 1.359 -0.424
O -1.800 1.594 -1.068
H 0.906 -2.908 0.353
H 0.929 -1.555 -0.768
H -0.375 -2.729 -0.850
H -1.337 -1.742 1.327
H 1.215 -0.210 1.300
H 0.528 -1.291 2.525
H -0.099 0.400 2.077
H -2.253 -0.322 -0.220
H -1.460 2.429 -1.426
O 1.929 3.205 -1.578
H 1.672 2.485 -2.166
H 1.815 2.738 -0.736
*
```

Results
SMILES	CC(C)NC(=O)O.O
energy relative to the best compared isomer or geometry (same formula, charge and spin)	8.8	kcal per mole
lowest unoccupied orbital energy	0.6	eV
HOMO energy	-0.382	Ha
F_max	2.0	eV/A

***

# C25H61Cl3N6O26P2S6

9 unconnected molecules or ions with the total composition C25H61Cl3N6O26P2S6 at a distorted geometry (the ωB97M-V functional and the def2-TZVPD basis, the OMol25 dataset).

```
! RIJCOSX wB97M-V def2-TZVPD def2/J DEFGRID3
* xyz 0 1
C 1.950 1.577 0.334
N 1.262 2.845 0.197
C 1.722 3.878 1.086
P -0.360 2.922 -0.108
O -1.376 2.430 0.889
N -0.629 4.513 -0.641
C -2.023 4.811 -0.624
C 0.258 5.203 -1.564
N -0.541 1.849 -1.333
C -1.446 0.673 -1.239
C 0.170 1.930 -2.612
H 1.412 0.846 -0.220
H 2.153 1.359 1.390
H 2.953 1.851 -0.098
H 2.821 3.733 1.185
H 1.382 3.852 2.138
H 1.495 4.847 0.679
H -2.408 4.809 -1.602
H -2.554 4.041 -0.131
H -2.200 5.785 -0.196
H 0.140 6.221 -1.365
H 1.257 4.911 -1.306
H 0.110 4.975 -2.577
H -1.012 -0.212 -0.736
H -2.367 0.924 -0.658
H -1.701 0.439 -2.264
H 1.030 2.563 -2.463
H -0.476 2.452 -3.304
H 0.318 0.943 -3.060
C 1.433 -3.138 3.506
N 1.826 -2.830 2.089
C 2.120 -1.367 1.859
P 1.758 -3.909 0.859
O 2.737 -3.488 -0.249
N 2.171 -5.322 1.568
C 3.436 -5.985 1.244
C 1.110 -6.091 2.159
N 0.193 -3.931 0.250
C -0.668 -2.714 0.379
C 0.010 -4.489 -1.043
H 2.169 -3.860 3.927
H 0.367 -3.492 3.581
H 1.543 -2.231 4.157
H 1.216 -0.909 2.123
H 2.383 -1.166 0.822
H 2.935 -1.094 2.587
H 3.272 -7.048 1.112
H 3.800 -5.462 0.283
H 4.067 -5.962 2.148
H 0.654 -6.826 1.432
H 1.408 -6.703 3.029
H 0.372 -5.386 2.545
H -1.717 -2.946 0.329
H -0.408 -2.238 1.364
H -0.508 -2.084 -0.480
H 0.253 -3.756 -1.872
H -0.981 -4.836 -1.066
H 0.719 -5.363 -1.175
O -3.150 -1.917 4.304
S -3.766 -1.947 2.960
O -4.232 -3.206 2.437
O -5.050 -1.018 2.857
C -4.689 0.257 2.399
C -3.511 0.093 1.485
O -2.744 -1.026 2.049
H -5.563 0.727 2.029
H -4.453 0.963 3.251
H -2.887 0.968 1.354
H -3.843 -0.161 0.473
O -4.620 -2.070 -1.139
S -5.369 -3.307 -1.182
O -5.684 -3.792 -2.455
O -4.648 -4.352 -0.341
C -5.460 -5.121 0.617
C -6.670 -4.179 0.765
O -6.644 -3.209 -0.275
H -5.588 -6.158 0.279
H -4.895 -5.128 1.520
H -6.784 -3.523 1.650
H -7.623 -4.727 0.742
O 2.387 -0.579 -5.006
S 2.351 -1.379 -3.804
O 1.386 -1.088 -2.739
O 2.271 -2.894 -4.244
C 3.057 -3.747 -3.323
C 4.252 -2.940 -2.913
O 3.817 -1.491 -3.104
H 2.388 -4.035 -2.529
H 3.415 -4.591 -3.891
H 5.165 -3.114 -3.524
H 4.503 -3.148 -1.872
O 4.798 4.406 0.203
S 5.375 5.352 -0.670
O 5.033 5.361 -2.028
O 5.146 6.792 -0.001
C 6.163 6.867 1.116
C 7.361 6.421 0.381
O 6.981 5.311 -0.466
H 6.221 7.914 1.511
H 5.809 6.212 1.924
H 8.160 6.086 1.092
H 7.722 7.171 -0.236
O 2.446 0.688 5.832
S 1.799 1.320 4.722
O 2.405 1.910 3.596
O 0.738 0.244 4.029
C -0.599 0.841 3.908
C -0.454 2.222 4.401
O 0.672 2.209 5.286
H -0.840 0.669 2.913
H -1.201 0.319 4.611
H -1.307 2.509 5.008
H -0.306 3.063 3.690
O -5.423 4.175 -2.206
S -5.224 2.922 -1.719
O -4.747 2.737 -0.424
O -6.559 2.004 -1.847
C -6.160 0.693 -2.379
C -4.763 0.830 -3.108
O -4.317 2.154 -2.765
H -5.977 -0.035 -1.572
H -6.990 0.311 -2.999
H -4.767 0.764 -4.164
H -4.189 0.101 -2.558
Cl 5.643 0.695 -6.340
C 4.074 1.498 -6.220
Cl 3.686 2.402 -7.686
Cl 4.187 2.577 -4.902
H 3.271 0.782 -6.026
*
```

Results
SMILES	CN(C)P(=O)(N(C)C)N(C)C.CN(C)P(=O)(N(C)C)N(C)C.O=S1(=O)OCCO1.O=S1(=O)OCCO1.O=S1(=O)OCCO1.O=S1(=O)OCCO1.O=S1(=O)OCCO1.O=S1(=O)OCCO1.ClC(Cl)Cl
lowest unoccupied orbital energy	0.3	eV
HOMO energy	-0.297	Ha
F_max	5.1	eV/A

***

# C37H26IN3O3OsS

A molecular structure, C37H26IN3O3OsS at a distorted geometry (the ωB97M-V functional and the def2-TZVPD basis, the OMol25 dataset).

```
! RIJCOSX wB97M-V def2-TZVPD def2/J DEFGRID3
* xyz 2 1
Os -0.025 0.063 -0.293
C -3.363 -2.716 -0.464
C -2.255 -1.947 -0.827
N -1.562 -1.244 0.054
C -1.900 -1.300 1.372
C -2.990 -2.079 1.827
C -3.720 -2.802 0.860
C -3.294 -2.074 3.206
C -2.588 -1.263 4.062
C -1.514 -0.485 3.621
C -1.089 -0.549 2.294
N 0.004 0.024 1.707
C 1.108 0.580 2.291
C 1.473 0.587 3.638
C 2.616 1.263 4.065
C 3.457 1.890 3.177
C 3.206 1.806 1.790
C 4.110 2.254 0.803
C 3.834 2.023 -0.523
C 2.626 1.416 -0.874
N 1.739 1.021 0.026
C 2.022 1.164 1.350
H -3.915 -3.241 -1.226
H -1.931 -1.899 -1.858
H -4.556 -3.408 1.170
H -4.089 -2.706 3.573
H -2.855 -1.232 5.109
H -1.025 0.163 4.329
H 0.912 0.024 4.365
H 2.856 1.263 5.118
H 4.342 2.401 3.524
H 5.025 2.742 1.102
H 4.538 2.292 -1.295
H 2.384 1.234 -1.914
O -1.382 1.954 0.347
S -2.601 2.159 1.197
C -3.277 3.710 0.564
C -4.362 4.268 1.217
C -4.877 5.463 0.747
C -4.297 6.087 -0.348
C -3.213 5.508 -0.992
C -2.692 4.310 -0.534
C -3.912 1.137 0.462
C -4.921 0.675 1.292
C -5.983 -0.022 0.739
C -6.023 -0.249 -0.627
C -5.002 0.209 -1.444
C -3.934 0.908 -0.903
H -4.796 3.770 2.068
H -5.725 5.905 1.242
H -4.693 7.024 -0.705
H -2.767 5.986 -1.849
H -1.850 3.838 -1.019
H -4.886 0.867 2.354
H -6.787 -0.371 1.366
H -6.864 -0.768 -1.058
H -5.052 0.042 -2.508
H -3.137 1.276 -1.531
I 0.572 -0.613 -9.299
C 0.288 -0.392 -7.210
C 0.880 -1.303 -6.338
C 0.714 -1.143 -4.978
C -0.047 -0.084 -4.476
C -0.652 0.809 -5.361
C -0.479 0.663 -6.724
C -0.178 0.074 -3.011
O -1.021 0.819 -2.471
O 0.614 -0.587 -2.259
H 1.470 -2.124 -6.714
H 1.175 -1.830 -4.284
H -1.241 1.626 -4.972
H -0.933 1.364 -7.407
*
```

Results
lowest unoccupied orbital energy (alpha / beta)	-8.6 / -8.6	eV
HOMO energy (alpha / beta)	-0.464 / -0.464	Ha
F_max	4.1	eV/A

***

# C2H4N3O

2 unconnected molecules or ions with the total composition C2H4N3O at a distorted geometry (the ωB97M-V functional and the def2-TZVPD basis, the OMol25 dataset).

```
! RIJCOSX wB97M-V def2-TZVPD def2/J DEFGRID3
* xyz 1 1
C -0.103 1.956 -0.211
C 0.908 -0.989 0.112
N -0.383 1.658 0.864
N -1.538 -0.580 0.036
N -0.403 -0.541 0.036
O -2.631 -0.473 -0.098
H 0.449 2.156 -1.060
H 0.964 -1.862 0.669
H 1.096 -0.940 -0.953
H 1.641 -0.384 0.604
*
```

Results
energy relative to the best compared isomer or geometry (same formula, charge and spin)	127.8	kcal per mole
lowest unoccupied orbital energy	-5.2	eV
HOMO energy	-0.619	Ha
F_max	7.1	eV/A

***

Look up the F_max of the first one.
3.9 eV/A

***

Number 12 is which compound?
C2H4N3O

***

F_max of number 3 (C3H5NOS2)?
1.8 eV/A